This record from OMol25 describes a structure of composition C21H30F5NOOsP2S in a non-equilibrium geometry. The level of theory is wB97M-V/def2-TZVPD.

```
62
Properties=species:S:1:pos:R:3:forces:R:3:mulliken_charge:R:1
Os -0.96590 0.68541 0.45101 1.894 2.970 -0.759 1.031
P 3.28922 -0.84222 -1.85055 -1.087 0.068 1.603 0.965
P -3.13839 1.05573 0.32010 0.066 -0.680 0.195 1.052
N -0.77854 0.54027 -1.32513 0.116 -0.533 -1.637 -0.649
H 2.57905 -0.58777 -0.67639 -0.636 0.235 -0.334 -0.245
C 3.54963 -2.62299 -1.71699 0.516 0.207 -0.282 -1.156
H 4.54233 -2.86152 -2.11681 -0.299 -0.328 0.100 0.388
H 2.75368 -3.11871 -2.28228 0.266 0.014 0.077 0.350
H 3.46285 -2.89361 -0.65936 0.172 0.036 -0.227 0.411
C 4.71254 0.20255 -1.45732 0.252 0.062 -0.611 -1.133
H 5.29850 0.37524 -2.35867 0.267 0.035 0.101 0.418
H 5.33207 -0.26472 -0.67470 -0.344 0.030 -0.336 0.359
H 4.34673 1.16886 -1.07863 -0.096 -0.386 -0.110 0.326
C 2.29021 -0.48866 -3.30880 0.260 0.285 -0.234 -0.946
H 2.92439 -0.47189 -4.20614 -0.217 -0.028 0.181 0.463
H 1.76494 0.46706 -3.20259 0.164 -0.099 0.054 0.217
H 1.51890 -1.26662 -3.40927 0.287 0.185 0.144 0.342
C -4.14570 -0.36038 0.88450 -0.614 0.482 -0.144 -1.353
H -5.20442 -0.09022 0.79653 -0.018 -0.315 0.184 0.449
H -3.88200 -0.60315 1.92193 -0.087 0.070 -0.292 0.310
H -3.92393 -1.23373 0.25660 -0.035 0.287 0.161 0.324
C -3.41769 2.42893 1.45944 -0.719 0.319 0.329 -1.392
H -4.38058 2.89744 1.21296 0.141 0.121 0.384 0.439
H -2.59945 3.15241 1.32719 -0.357 -0.200 0.023 0.339
H -3.40687 2.07217 2.50412 -0.058 0.189 -0.458 0.314
C -3.92637 1.59384 -1.23606 -0.007 -0.009 0.211 -1.272
H -4.98663 1.79029 -1.04651 0.080 -0.031 -0.146 0.508
H -3.80616 0.83123 -2.00728 -0.056 -0.003 0.067 0.298
H -3.43986 2.50439 -1.59246 -0.025 -0.050 0.060 0.330
C -1.04219 0.57916 -2.62484 -0.244 0.651 -0.572 -0.157
C -1.92825 -0.49848 -4.61244 0.228 0.218 0.078 -0.699
C -1.52613 -0.58687 -3.29160 0.402 0.424 0.281 0.030
C -0.93809 1.81170 -3.34993 -0.123 -0.735 0.463 -0.032
C -1.38099 1.86728 -4.65607 0.176 -0.033 -0.014 -0.694
C -1.86777 0.72241 -5.30130 -0.014 -0.110 -0.120 -0.505
H -2.28378 -1.39349 -5.10236 -0.113 -0.004 -0.173 0.394
H -1.56373 -1.49759 -2.68227 -0.140 0.237 -0.430 0.437
H -0.53879 2.65558 -2.77652 -0.248 -0.130 -0.449 0.443
H -1.32722 2.81696 -5.17548 -0.058 -0.065 -0.160 0.385
H -2.17579 0.77272 -6.34654 0.024 0.010 0.321 0.360
C 2.08697 0.50107 1.39889 2.169 -0.084 0.839 1.077
O 1.11789 0.87016 0.66747 -1.979 0.775 -1.897 -0.692
C 2.53151 -0.90727 1.57644 -0.391 0.120 0.097 -1.353
H 2.41952 -1.17485 2.62420 0.209 -0.394 0.522 0.381
H 3.59138 -1.03005 1.31461 0.202 -0.275 0.079 0.268
H 1.89499 -1.59550 1.02915 -0.018 -0.160 -0.215 0.387
C 2.72318 1.49283 2.30382 0.112 -0.272 0.384 -1.527
H 2.40116 1.23759 3.32720 0.087 0.435 0.275 0.211
H 2.46249 2.53064 2.06763 -0.011 -0.292 0.043 0.316
H 3.81124 1.36716 2.30238 0.130 0.182 0.083 0.359
F 0.09813 -1.13222 7.09514 -0.030 0.022 -0.370 -0.310
C -0.13780 -1.16771 5.77088 -0.034 -0.072 0.083 0.599
C -0.31677 0.01436 5.05347 0.105 -0.101 0.522 0.036
F -0.18239 1.20924 5.66528 -0.150 -0.615 -0.203 -0.320
C -0.62810 -0.05424 3.71233 0.060 0.756 -0.477 -0.015
F -0.79598 1.16931 3.07372 0.111 -1.257 0.717 -0.349
C -0.69613 -1.25945 3.00981 0.148 -0.356 -0.690 0.473
S -0.94993 -1.36196 1.24712 -0.308 -3.173 2.649 -0.669
C -0.46072 -2.43802 3.74686 -0.027 0.167 -0.302 0.051
F -0.44813 -3.62431 3.07735 -0.073 0.815 0.773 -0.342
C -0.22228 -2.39846 5.11516 -0.076 -0.491 -0.066 0.277
F -0.09003 -3.55736 5.81197 0.045 0.876 -0.377 -0.308
```
Positions in Å, forces in eV/Å.

Results
Energy above the lowest of the compared OMol25 structures with the same formula, charge and spin   38.1 kJ/mol
Charge   0
Highest occupied orbital energy (alpha / beta)   -4.2 / -5.9 eV
Spin multiplicity   5
Frontier orbital gap (alpha / beta)   4.0 / 5.7 eV
Electronic energy   -71262.3892 eV

This record from OMol25 describes a structure of composition C21H30MgNOS3Si. The level of theory is wB97M-V/def2-TZVPD.

```
58
Properties=species:S:1:pos:R:3:forces:R:3:mulliken_charge:R:1
Mg -0.26268 -0.61891 0.32632 -0.377 0.170 0.138 0.224
C -2.09725 1.78345 1.54565 -0.010 0.021 -0.004 -0.559
C -2.92543 0.63814 2.11830 -0.027 0.011 -0.001 -0.888
S -2.10279 -0.99005 2.13404 0.033 0.039 0.096 -0.076
C -3.34771 -2.07064 1.39506 -0.029 -0.060 -0.027 -0.900
C -3.80019 -1.72674 -0.01570 -0.054 -0.046 0.040 -0.692
S -2.42508 -1.53200 -1.17985 0.107 -0.016 -0.029 -0.029
C -2.88222 0.01313 -2.00676 -0.026 0.048 -0.032 -0.104
C -2.98980 1.25316 -1.12141 -0.057 -0.015 -0.061 -1.029
S -1.49230 1.61438 -0.16074 0.035 -0.043 0.086 -0.050
H -1.17939 1.92618 2.11955 -0.001 -0.009 -0.009 0.075
H -2.66786 2.70889 1.63064 -0.016 -0.014 -0.039 0.601
H -3.86630 0.52494 1.58259 -0.005 0.004 0.001 0.548
H -3.17838 0.88260 3.15027 0.022 -0.005 0.000 0.604
H -4.20789 -2.10831 2.06444 -0.001 0.015 -0.013 0.463
H -2.88811 -3.06036 1.42574 0.020 0.013 -0.009 0.424
H -4.39505 -0.81553 -0.02471 0.018 0.019 -0.007 0.347
H -4.44441 -2.52604 -0.38271 0.013 0.005 0.006 0.534
H -3.83322 -0.14624 -2.51693 -0.006 -0.006 0.018 0.660
H -2.12551 0.14619 -2.78086 -0.037 0.007 0.046 -0.180
H -3.83084 1.17920 -0.43448 0.007 -0.003 0.024 0.559
H -3.18810 2.11479 -1.75930 0.019 -0.009 -0.007 0.568
C 0.33318 0.01140 4.02121 -0.063 -0.013 0.063 -1.213
Si 1.82546 0.21424 2.90830 -0.009 -0.019 -0.101 0.018
C 2.36027 1.99287 3.12259 -0.004 0.154 -0.040 -1.104
C 3.09541 -0.96385 3.60784 0.005 -0.129 0.003 -1.147
N 1.41527 -0.13184 1.24507 0.171 -0.039 -0.163 0.446
C 2.43355 -0.05683 0.28928 0.044 0.030 0.010 0.335
C 3.77089 0.29136 0.54156 0.057 -0.007 0.068 -0.059
C 4.74148 0.30875 -0.44661 -0.023 -0.010 0.011 -1.330
C 4.43500 -0.02573 -1.75417 -0.030 -0.004 -0.050 -0.747
C 3.12352 -0.35625 -2.06592 0.134 0.017 0.077 -0.598
C 2.18226 -0.34199 -1.06271 -0.293 -0.008 -0.042 0.445
O 0.81051 -0.65768 -1.35498 0.421 -0.259 -0.207 -0.098
C 0.39269 -0.50396 -2.68357 -0.016 0.196 0.301 -0.201
C 0.33071 0.77752 -3.20722 -0.021 -0.020 -0.140 0.291
C -0.16387 0.94226 -4.49218 0.029 0.002 0.031 -0.951
C -0.58980 -0.16234 -5.22321 -0.016 -0.015 0.002 -0.550
C -0.50817 -1.43489 -4.67724 0.015 0.004 0.033 -0.696
C -0.00314 -1.61674 -3.39280 -0.024 -0.012 -0.107 0.079
H 0.67813 0.27957 5.02337 -0.019 -0.003 0.024 0.472
H -0.03835 -1.01144 4.07640 0.005 -0.018 0.003 0.301
H -0.50511 0.67673 3.80386 -0.026 0.018 -0.019 0.243
H 2.43112 2.24636 4.18243 -0.001 -0.005 0.020 0.395
H 1.61562 2.65656 2.67222 0.012 0.030 0.030 0.296
H 3.31907 2.23283 2.66319 -0.021 0.001 0.010 0.397
H 3.10678 -0.89212 4.69756 -0.004 0.008 0.017 0.348
H 4.11393 -0.80425 3.26077 0.033 0.017 -0.034 0.364
H 2.81833 -1.98894 3.34778 0.025 -0.016 0.033 0.314
H 4.06459 0.55924 1.54478 0.008 -0.032 -0.003 0.251
H 5.75313 0.58509 -0.18191 0.015 0.003 0.005 0.409
H 5.19179 -0.02544 -2.52497 0.010 -0.003 -0.004 0.417
H 2.85163 -0.61543 -3.07901 -0.047 -0.006 -0.024 0.500
H 0.67969 1.61723 -2.61999 0.009 0.004 0.009 0.474
H -0.21347 1.93270 -4.92372 -0.004 0.008 -0.013 0.430
H -0.97532 -0.02996 -6.22455 -0.003 0.003 -0.013 0.434
H -0.82745 -2.29416 -5.25061 -0.004 -0.008 -0.013 0.460
H 0.08120 -2.60110 -2.95200 0.006 0.005 0.008 0.473
```
Positions in Å, forces in eV/Å.

Results
Charge   +1
Highest occupied orbital energy   -9.9 eV
Frontier orbital gap   7.4 eV
Electronic energy   -71628.3860 eV